Record 1
Below is a structure of composition C17H21BN6O3STi at a distorted geometry, with properties calculated with the ωB97M-V functional and the def2-TZVPD basis.

The largest force on an atom is 0.0969 Eh/bohr. Its expectation value of S² is 2.02. The charge is 0. The energy is -2487.1603 Eh. The value obtained for the lowest unoccupied orbital energy (spin up / spin down) is 0.22 / 0.21 eV. As for the energy above the lowest of the compared OMol25 structures with the same formula, charge and spin: 0.000 eV. Its spin multiplicity is 3.

XYZ file:
```
50
C17H21BN6O3STi | the OMol25 dataset | the ωB97M-V functional and the def2-TZVPD basis
H 0.828 0.740 2.173
N 1.615 -0.463 0.595
B 2.610 -2.344 -0.804
N 2.246 -1.694 0.570
C 2.345 -2.164 1.825
Ti 1.045 0.601 -1.032
H 2.795 -3.127 2.011
C 1.808 -1.216 2.698
H 1.735 -1.273 3.765
C 1.348 -0.166 1.901
H 3.412 -3.232 -0.655
C 1.461 2.379 -0.296
H 1.664 2.403 0.781
H 0.582 2.999 -0.553
H 2.324 2.740 -0.879
N 3.182 -1.166 -1.663
N 1.306 -2.965 -1.402
N 2.381 -0.068 -2.041
N 0.357 -2.200 -2.023
C 4.443 -0.927 -2.027
C 0.763 -4.170 -1.177
H 5.215 -1.659 -1.828
H 1.370 -4.945 -0.729
C 4.514 0.303 -2.685
C -0.564 -4.158 -1.620
C 3.230 0.818 -2.703
C -0.792 -2.899 -2.145
H 5.397 0.731 -3.140
H -1.285 -4.948 -1.584
H 2.840 1.716 -3.156
H -1.663 -2.454 -2.590
H 0.637 -1.496 -2.694
C -4.664 3.832 3.076
C -3.966 2.859 2.172
C -4.323 2.767 0.823
C -3.668 1.884 -0.035
C -2.652 1.067 0.468
C -2.288 1.146 1.814
C -2.940 2.043 2.656
S -1.904 -0.175 -0.568
O -1.146 -1.020 0.340
O -2.947 -0.781 -1.356
O -0.876 0.584 -1.476
H -4.595 4.850 2.678
H -5.730 3.597 3.175
H -4.218 3.818 4.073
H -5.126 3.403 0.446
H -3.947 1.825 -1.084
H -1.505 0.499 2.202
H -2.652 2.107 3.706
```

Löwdin population analysis, charges in e, atoms 1 to 8: atom 1 (H): 0.104, atom 2 (N): -0.051, atom 3 (B): -0.457, atom 4 (N): -0.004, atom 5 (C): -0.067, atom 6 (Ti): 0.779, atom 7 (H): 0.119, atom 8 (C): -0.050

=====

Record 2
Below is a structure of composition C17H21Br6N5O10 at a distorted geometry, with properties calculated with the ωB97M-V functional and the def2-TZVPD basis.

The largest force on an atom is 0.0726 Eh/bohr. The charge is 0. The energy is -17130.0795 Eh. The value obtained for the lowest unoccupied orbital energy is -0.69 eV. As for the energy above the lowest of the compared OMol25 structures with the same formula, charge and spin: 0.581 eV.

XYZ file:
```
59
C17H21Br6N5O10 | the OMol25 dataset | the ωB97M-V functional and the def2-TZVPD basis
C -4.229 -1.587 -5.367
N -3.877 -2.463 -6.466
O -4.764 -2.851 -7.199
O -2.715 -2.918 -6.505
H -3.482 -1.630 -4.575
H -5.234 -1.899 -5.082
H -4.309 -0.618 -5.860
C 3.280 5.040 -1.213
N 2.221 3.990 -1.056
O 1.508 3.781 -2.053
O 2.047 3.540 0.092
H 4.047 4.778 -0.484
H 2.993 6.088 -1.119
H 3.557 4.936 -2.262
C 3.133 1.900 4.905
N 1.688 1.687 5.237
O 1.169 2.081 6.267
O 1.059 1.152 4.322
H 3.681 1.261 5.598
H 3.325 2.958 5.088
H 3.249 1.549 3.880
C 2.771 -5.260 -4.105
C 3.988 -5.847 -3.901
C 4.099 -7.169 -4.227
C 3.153 -7.935 -4.891
C 1.912 -7.301 -5.112
C 1.728 -5.957 -4.729
N 3.329 -9.423 -5.108
O 4.435 -9.827 -4.715
O 2.441 -10.078 -5.590
H 2.472 -4.271 -3.789
H 4.868 -5.398 -3.464
H 4.994 -7.704 -3.944
H 1.042 -7.860 -5.422
H 0.744 -5.515 -4.766
C -3.369 5.179 4.465
C -3.457 6.301 5.222
C -2.519 7.344 4.933
C -1.437 7.120 4.070
C -1.433 5.968 3.310
C -2.375 4.959 3.503
N -0.336 8.128 3.764
O -0.166 8.939 4.616
O 0.232 8.061 2.708
H -4.051 4.408 4.791
H -4.218 6.410 5.981
H -2.550 8.317 5.401
H -0.647 5.736 2.606
H -2.256 4.065 2.909
C -4.713 -3.375 3.820
Br -6.476 -3.318 2.798
Br -4.142 -5.259 3.728
Br -4.871 -2.599 5.578
H -3.984 -2.748 3.307
C 0.420 -0.873 0.105
Br 0.041 -0.515 -1.788
Br 2.448 -0.977 0.422
Br -0.507 -2.497 0.727
H 0.044 -0.001 0.639
```

Löwdin population analysis, charges in e, atoms 1 to 8: atom 1 (C): 0.031, atom 2 (N): -0.451, atom 3 (O): 0.067, atom 4 (O): 0.038, atom 5 (H): 0.102, atom 6 (H): 0.105, atom 7 (H): 0.108, atom 8 (C): 0.037

=====

Record 3
Below is a cluster of 3 separate species, C17H21BrF9N2O8P2 in total at a distorted geometry, with properties calculated with the ωB97M-V functional and the def2-TZVPD basis.

The largest force on an atom is 0.2001 Eh/bohr. The charge is +1. The energy is -5526.6775 Eh. The value obtained for the lowest unoccupied orbital energy is -4.57 eV.

XYZ file:
```
60
C17H21BrF9N2O8P2 | the OMol25 dataset | the ωB97M-V functional and the def2-TZVPD basis
O -0.127 -1.122 -2.447
P 0.180 -0.056 -3.618
O 1.925 0.240 -3.475
O 0.048 -0.916 -5.169
N -0.819 1.414 -3.529
C -0.086 2.376 -2.569
C 0.085 1.792 -1.049
C 0.865 2.988 -0.178
F 0.269 4.337 -0.030
C 2.224 2.772 0.464
F 3.334 2.104 -0.309
F 2.578 3.217 1.837
C -2.279 1.161 -3.100
C -3.058 2.295 -2.175
C -4.617 1.869 -1.850
C -5.093 0.448 -2.485
N -4.377 -0.558 -3.311
C -2.959 -0.219 -3.658
P -0.849 2.343 -5.094
O -1.741 3.863 -4.868
Br -1.991 1.261 -6.717
H 2.184 0.344 -2.514
H 0.962 -1.146 -5.509
H 1.022 2.603 -2.955
H -0.582 3.463 -2.568
H -0.949 1.595 -0.488
H 0.762 0.845 -0.942
H -2.598 3.289 -1.774
H -5.362 2.542 -1.234
H -6.234 0.172 -2.254
H -2.416 -1.022 -4.357
H -1.063 4.622 -4.801
C -0.547 -3.613 -0.645
C -1.151 -4.777 0.118
O -1.254 -5.933 -0.728
C -0.118 -6.690 -0.858
O 0.946 -6.426 -0.304
C -0.381 -7.909 -1.740
F -1.096 -7.605 -2.862
F -1.094 -8.871 -1.086
F 0.762 -8.511 -2.173
H -1.114 -3.416 -1.560
H -0.541 -2.709 -0.030
H 0.481 -3.832 -0.949
H -2.169 -4.521 0.431
H -0.582 -5.005 1.026
C 3.382 2.421 4.732
C 2.815 3.321 5.814
O 2.109 2.545 6.795
C 2.877 1.961 7.770
O 4.099 2.068 7.834
C 1.998 1.212 8.770
F 1.030 0.464 8.166
F 1.348 2.060 9.618
F 2.702 0.351 9.558
H 2.593 1.804 4.292
H 3.851 3.014 3.942
H 4.131 1.736 5.141
H 2.089 4.012 5.373
H 3.596 3.931 6.284
```

Löwdin population analysis, charges in e, atoms 1 to 8: atom 1 (O): -0.302, atom 2 (P): 0.775, atom 3 (O): -0.175, atom 4 (O): -0.209, atom 5 (N): -0.510, atom 6 (C): -0.244, atom 7 (C): -0.085, atom 8 (C): -0.054